Arrangement A

Entry from OMol25: a cluster of 2 separate species, C16H17N in total (ωB97M-V/def2-TZVPD).

## Properties
Structure (SMILES): Cc1c[nH]c2ccccc12.Cc1ccccc1
Total charge: 0
2S+1: 1
Frontier orbital gap in Eh: 0.3194

CARTESIAN COORDINATES (ANGSTROEM)
C (-3.4430, -1.3004, 1.0838)
C (-1.1580, -1.9984, 0.1264)
C (-2.3030, -2.2754, 0.9456)
C (-0.1133, -2.8917, 0.0319)
C (-0.3794, -4.2668, 0.4314)
C (-2.5374, -3.6125, 1.1812)
C (-1.6382, -4.6152, 0.9118)
H (-0.9571, -1.0120, -0.2257)
H (0.8080, -2.6285, -0.3670)
H (-3.2000, -0.2309, 1.2626)
H (-4.0740, -1.7600, 1.8569)
H (0.4962, -4.8067, 0.2539)
H (-3.4868, -3.8521, 1.6681)
H (-1.9506, -5.6248, 1.1811)
H (-4.0318, -1.2874, 0.1229)
C (3.6750, 3.1898, -1.7097)
C (1.0914, 1.4110, 0.2759)
C (1.5056, 2.4275, -0.6804)
C (2.9294, 2.3190, -0.7857)
C (3.3309, 1.3075, -0.0117)
C (-0.2418, 1.2415, 0.5556)
C (-1.2305, 2.0717, -0.0512)
C (-0.8120, 3.0691, -0.9134)
C (0.5320, 3.2345, -1.2542)
N (2.2410, 0.7538, 0.6738)
H (-0.4680, 0.4598, 1.2943)
H (-2.2534, 1.9027, 0.2585)
H (2.3404, -0.1548, 1.1367)
H (-1.4598, 3.6999, -1.4208)
H (4.3276, 0.8555, 0.0786)
H (0.8804, 4.1135, -1.8295)
H (3.7473, 4.2569, -1.4492)
H (3.1470, 3.2091, -2.6805)
H (4.6859, 2.7949, -1.9522)

=====

Arrangement B

Entry from OMol25: a cluster of 2 separate species, C16H17N in total (ωB97M-V/def2-TZVPD).

## Properties
Structure (SMILES): Cc1c[nH]c2ccccc12.Cc1ccccc1
Total charge: 0
2S+1: 1
Frontier orbital gap in Eh: 0.2999

CARTESIAN COORDINATES (ANGSTROEM)
C (-0.2916, -2.1568, -1.3986)
C (-0.1763, 1.1777, -3.0323)
C (0.3924, 0.0466, -2.2838)
C (-0.6548, -0.9139, -2.0878)
C (-1.8531, -0.4103, -2.7459)
C (0.6474, 2.2392, -3.3676)
C (1.9089, 2.1855, -2.8545)
C (1.7742, -0.0628, -1.8921)
C (2.5193, 1.1056, -2.1324)
N (-1.5250, 0.8077, -3.2102)
H (-2.3385, 1.2915, -3.5495)
H (0.4746, 3.0519, -3.9194)
H (-2.7230, -0.9125, -3.1499)
H (2.6434, 3.0824, -3.0288)
H (2.0693, -0.9189, -1.4013)
H (-1.1632, -2.4451, -0.7057)
H (0.5451, -2.2055, -0.7956)
H (3.5007, 1.1619, -1.7826)
H (0.0118, -2.6959, -2.4880)
C (-2.6012, 0.1690, 3.0187)
C (1.6998, -0.6051, 3.0657)
C (0.8733, -1.3710, 3.8920)
C (1.2288, 0.3127, 2.1389)
C (-0.4763, -1.0031, 4.0938)
C (-0.2324, 0.5732, 2.1844)
C (-1.0376, 0.0081, 3.2349)
H (2.7623, -0.8240, 2.9186)
H (1.2770, -2.1805, 4.4599)
H (1.7733, 0.8924, 1.5216)
H (-1.2145, -1.4270, 4.7502)
H (-0.7084, 1.1628, 1.5770)
H (-3.2091, 0.6263, 3.8541)
H (-3.1514, -0.6884, 2.8456)
H (-2.7451, 0.9266, 2.2704)

=====

Energy ordering: arrangement A at the bottom, the next structure 2.763 eV above.

=====

Arrangement A

Entry from OMol25: a structure of composition IZn (ωB97M-V/def2-TZVPD).

## Properties
Total charge: +1
2S+1: 1
Frontier orbital gap in Eh: 0.2479

CARTESIAN COORDINATES (ANGSTROEM)
Zn (-0.6883, -0.9188, 0.4237)
I (0.6883, 0.9188, -0.4237)

=====

Arrangement B

Entry from OMol25: a structure of composition IZn (ωB97M-V/def2-TZVPD).

## Properties
Total charge: +1
2S+1: 1
Frontier orbital gap in Eh: 0.2382

CARTESIAN COORDINATES (ANGSTROEM)
Zn (-0.3417, -1.1906, 0.3387)
I (0.3417, 1.1906, -0.3387)

=====

Energy ordering: arrangement A at the bottom, the next structure 0.153 eV above.